96
Properties=species:S:1:pos:R:3 method="wB97M-V/def2-TZVPD" total_charge=+4 s2=0.77 largest_force_ev_per_a=0.60 multiplicity=2 homo_lumo_gap_ev="7.598 / 5.654" homo_ev="-17.19 / -17.19" e_tot_ev=-77148.8868
Sn -0.20011 0.03124 0.73472
N -0.13255 -0.60075 5.19149
C -0.44794 -0.45936 3.92173
N 0.42898 -0.32430 2.95020
C 1.79716 -0.34470 3.25720
N 2.70221 -0.24751 2.33515
N 2.16612 -0.12802 1.06459
C 2.99568 -0.30917 0.11353
C 2.59109 -0.17699 -1.29699
C 3.51817 -0.35615 -2.31006
C 3.10966 -0.18881 -3.62666
C 1.79355 0.16330 -3.87879
C 0.92717 0.30342 -2.80292
N 1.31143 0.12846 -1.54098
C 2.20057 -0.48792 4.65263
C 3.54114 -0.54698 5.04793
C 3.85797 -0.74363 6.37432
C 2.84650 -0.86181 7.33207
C 1.51780 -0.79773 6.96398
C 1.20924 -0.62470 5.62178
H -0.86660 -0.72624 5.87526
H -1.50556 -0.46316 3.67697
H 4.03209 -0.54525 0.34759
H 4.54300 -0.61226 -2.06905
H 3.81329 -0.31999 -4.43902
H 1.44262 0.33957 -4.88690
H -0.11366 0.57085 -2.95584
H 4.31365 -0.43698 4.29940
H 4.89371 -0.81694 6.67701
H 3.10471 -1.00878 8.37313
H 0.73117 -0.88932 7.70424
C 0.19150 6.45601 0.75309
N -0.06157 5.88366 2.16353
C 1.24761 6.02276 2.97314
N 2.31727 5.38655 2.29324
C 2.50432 5.96674 0.96308
N 1.29826 5.80604 0.14677
C 1.03785 4.41227 -0.20987
P 0.74360 3.33228 1.28392
C -0.50914 4.45024 2.09535
C 2.21561 3.92796 2.26693
H 0.38782 7.51841 0.88758
H -0.72484 6.31809 0.18239
H -0.78557 6.44334 2.61749
H 1.06656 5.58374 3.95238
H 1.42777 7.09174 3.07384
H 3.34683 5.48740 0.46947
H 2.72391 7.02912 1.06569
H 1.89657 4.02030 -0.75620
H 0.17401 4.35683 -0.87424
H -0.70195 4.10504 3.11108
H -1.44749 4.40611 1.54208
H 3.12153 3.51492 1.82193
H 2.15238 3.54334 3.28631
O -2.66446 0.51515 1.24029
N -3.97619 0.38738 1.48352
C -4.77130 -0.20545 0.57631
C -6.12314 -0.34192 0.80538
C -6.67296 0.13808 1.98436
C -5.83438 0.74017 2.90943
C -4.48858 0.85352 2.63648
H -4.26968 -0.54920 -0.31365
H -6.73644 -0.82630 0.05898
H -7.73341 0.04661 2.17722
H -6.21441 1.12208 3.84667
H -3.77511 1.30732 3.30597
C -2.93688 -2.81485 -9.02698
C -2.30197 -3.05871 -7.71437
C -2.97955 -2.74712 -6.49620
C -2.42340 -3.04214 -5.29760
C -1.13937 -3.68077 -5.22801
N -0.69306 -4.01119 -3.98794
C 0.47385 -4.77785 -3.68158
O 1.16628 -5.26219 -4.52800
N 0.66624 -5.05835 -2.34791
C 0.52433 -4.37023 -1.12584
C 0.77206 -5.14199 0.01322
C 0.73245 -4.56665 1.25670
C 0.45086 -3.21436 1.34968
N 0.21218 -2.46008 0.27996
C 0.23865 -3.02179 -0.94808
C -0.42601 -3.94920 -6.44587
C -1.00598 -3.64043 -7.63456
H -3.77677 -2.12722 -8.96576
H -3.32157 -3.77045 -9.41181
H -2.21224 -2.47015 -9.76615
H -3.95570 -2.28163 -6.54352
H -2.95367 -2.82169 -4.37822
H -1.35748 -3.89540 -3.23318
H 1.24745 -5.88373 -2.27489
H 0.99943 -6.19759 -0.09167
H 0.93191 -5.15090 2.14505
H 0.43371 -2.71647 2.30945
H 0.08980 -2.34988 -1.78606
H 0.53756 -4.42249 -6.41355
H -0.47815 -3.86421 -8.55400

12
Properties=species:S:1:pos:R:3 method="wB97M-V/def2-TZVPD" e_above_lowest_kj_mol=280.1 smiles="C=O.CNS" largest_force_ev_per_a=3.27 homo_lumo_gap_ev=9.119 homo_ev=-8.99 e_tot_ev=-16557.8690
C -2.34952 -0.00251 -0.01954
O -1.97114 -0.85308 0.80631
H -2.86900 0.96769 0.23620
H -2.41751 -0.22355 -1.14806
C 1.35782 -0.81272 -0.08660
N 0.44917 0.12104 0.58344
S -0.06769 1.36684 -0.47619
H 1.97462 -1.22405 0.71170
H 0.94908 -1.65304 -0.58322
H 1.96808 -0.29663 -0.75123
H -0.40066 -0.17706 0.97900
H 0.86642 2.37138 0.02118

65
Properties=species:S:1:pos:R:3 method="wB97M-V/def2-TZVPD" total_charge=-1 e_above_lowest_kj_mol=0.0 largest_force_ev_per_a=2.25 homo_lumo_gap_ev=7.863 homo_ev=-5.68 e_tot_ev=-50156.6726
O 0.85858 0.36552 -0.37267
H 1.73398 -0.15591 -0.47799
H 0.78753 1.00705 -1.12547
H 0.06991 -0.19732 -0.27402
B 3.63348 -0.26780 0.11060
H 4.39302 -0.18074 -0.76475
H 2.88054 -1.10412 -0.17748
H 4.25861 -0.66698 1.00486
H 3.17800 0.77238 0.37114
C 0.36984 -3.50818 -3.89936
F -0.93360 -3.76730 -3.72517
F 0.96880 -4.50035 -4.53427
F 0.40309 -2.41714 -4.71773
S 1.23143 -3.07323 -2.23377
O 0.78432 -4.18005 -1.42103
O 2.65986 -3.09862 -2.55211
O 0.70888 -1.78599 -1.75888
C -0.90102 -0.86665 3.13425
C -1.90827 -1.66103 3.98113
C -2.45635 -2.97867 3.41255
O -1.21828 -2.05507 5.19592
H -1.03894 0.21433 3.19839
H -0.91026 -1.17635 2.08859
H 0.13613 -0.93398 3.46651
H -2.69111 -0.96311 4.29481
H -3.19823 -3.36211 4.10745
H -1.57878 -3.61374 3.32642
H -2.95283 -2.69923 2.48265
H -0.98333 -1.25992 5.68386
C 2.61935 3.59395 3.81113
C 1.25060 2.91932 3.66899
C 0.93240 2.47324 2.24041
O 1.28765 1.73197 4.46387
H 3.41051 2.84862 3.78934
H 2.67027 4.15782 4.74795
H 2.78431 4.40281 3.09261
H 0.46796 3.59663 4.01210
H 1.54992 1.66261 1.84621
H 1.04287 3.27885 1.50881
H -0.10142 2.12383 2.25347
H 1.85550 1.10629 4.00020
C 2.22787 1.07768 -3.69850
C 0.85563 1.69817 -3.76944
C -0.18955 0.69603 -4.23804
O 0.44808 2.03311 -2.39633
H 2.36288 0.38293 -2.86105
H 3.08098 1.74491 -3.56630
H 2.40409 0.47285 -4.59052
H 0.97893 2.62890 -4.32929
H -0.22085 -0.15869 -3.56279
H 0.07978 0.40485 -5.25862
H -1.21549 1.06902 -4.31349
H -0.27703 2.65889 -2.48424
C -3.21890 1.33035 -0.66069
C -3.20640 -0.19252 -0.60020
C -3.63185 -0.82870 -1.92657
O -1.90100 -0.59872 -0.22605
H -2.79913 1.65845 -1.61519
H -2.67260 1.69457 0.20585
H -4.25768 1.65746 -0.73881
H -3.91598 -0.51572 0.17552
H -3.12095 -0.30654 -2.73659
H -4.69936 -1.00239 -2.04396
H -3.19995 -1.83624 -1.95417
H -1.96647 -1.55029 -0.07004